The following is a DFT calculation (wB97M-V/def2-TZVPD) of 2 unconnected molecules or ions with the total composition CH6OS2 at a distorted geometry.

XYZ file:
```
10
Properties=species:S:1:pos:R:3:forces:R:3
H 0.7824 0.6746 -0.3864 -0.348 -0.294 -0.003
S -0.0470 -2.4481 -1.8110 -0.162 0.672 0.122
H 0.4055 2.9340 1.9421 -1.041 0.086 0.084
H -0.6255 0.5599 0.7155 0.225 -0.165 -0.274
S -1.0350 -0.6907 -1.1998 -0.935 -1.435 -1.552
O -0.5765 2.9889 1.9732 0.776 -0.140 0.931
C 0.0000 0.0000 0.0000 1.466 0.416 1.661
H -0.5165 -3.3587 -0.9320 -0.119 0.302 0.043
H -0.7958 2.9687 2.9322 0.270 0.033 -1.015
H 0.4865 -0.8330 0.5348 -0.133 0.524 0.003
```
Positions in Å, forces in eV/Å.

- Relative energy (zero: lowest compared OMol25 entry of this formula, charge and spin): 17.8 kJ/mol
- E: -913.2957 Eh
- Multiplicity: 1
- F_max: 2.31 eV/Å